[1]
Computed, not measured: an isolated ion of composition C4H4IN2 and charge +1 at a distorted geometry, with the ωB97M-V functional and the def2-TZVPD basis.

For the lowest unoccupied orbital energy, the calculation gives -8.5 eV. For the gap between HOMO and LUMO, the calculation gives 0.2490 hartree. The maximum force is 4.31 eV Å⁻¹. The SMILES is CC1=[N+]=CN=C1I.

Structure (ORCA input):
```
! wB97M-V def2-TZVPD RIJCOSX def2/J DEFGRID3
* xyz 1 1
H -1.096 -1.667 0.999
I 2.939 -0.679 0.118
C -0.684 -1.534 -0.089
H 0.126 -2.159 -0.205
N 1.067 1.853 -0.003
H -1.553 -1.803 -0.760
N -0.965 0.835 -0.010
C -0.179 2.029 -0.064
C 1.167 0.261 -0.032
H -0.611 3.071 0.080
C -0.211 -0.206 -0.034
*
```


[2]
Computed, not measured: a 5-piece molecular cluster, C11H19N5O overall at a distorted geometry, with the ωB97M-V functional and the def2-TZVPD basis.

For the lowest unoccupied orbital energy, the calculation gives 0.3 eV. For the gap between HOMO and LUMO, the calculation gives 0.3702 hartree. The maximum force is 1.74 eV Å⁻¹. The SMILES is CN(C)C=O.CC#N.CC#N.CC#N.CC#N.

Structure (ORCA input):
```
! wB97M-V def2-TZVPD RIJCOSX def2/J DEFGRID3
* xyz 0 1
H 25.195 10.452 19.330
H 20.467 8.438 21.595
N 26.176 11.993 16.786
C 21.550 8.510 21.677
C 24.446 6.152 22.248
C 18.060 9.055 24.853
H 17.247 8.614 24.290
H 21.653 9.205 22.512
C 23.281 6.780 18.089
H 22.067 7.584 21.920
H 24.765 7.302 16.752
H 25.260 7.453 25.270
C 25.759 11.783 17.832
N 19.593 10.740 23.568
H 24.441 6.941 21.492
H 25.908 11.918 19.927
C 25.436 7.241 24.218
H 26.308 6.588 24.162
H 23.650 5.483 21.913
C 25.236 11.531 19.163
H 17.694 9.569 25.742
N 22.619 5.975 18.576
C 18.905 10.015 24.135
N 22.514 9.371 19.415
H 24.714 8.250 18.308
H 25.588 8.180 23.685
H 24.225 11.896 19.322
C 23.192 6.235 24.333
H 23.551 8.486 16.884
N 24.306 6.539 23.622
H 25.326 5.513 22.121
C 22.118 9.000 20.426
H 18.732 8.261 25.184
O 22.254 5.581 23.918
H 23.183 6.638 25.362
C 24.149 7.818 17.495
*
```


[3]
Computed, not measured: one molecule with the formula C22H19NO at a distorted geometry, with the ωB97M-V functional and the def2-TZVPD basis.

For the lowest unoccupied orbital energy, the calculation gives 0.2 eV. For the gap between HOMO and LUMO, the calculation gives 0.3165 hartree. The maximum force is 2.57 eV Å⁻¹. The SMILES is Cc1ccc(C(Oc2ccc(C#N)cc2)c2ccc(C)cc2)cc1.

Structure (ORCA input):
```
! wB97M-V def2-TZVPD RIJCOSX def2/J DEFGRID3
* xyz 0 1
C -4.146 -0.394 0.991
C 2.955 -0.248 0.114
C -1.538 2.202 -2.037
C 0.444 0.310 0.538
C 0.734 0.600 -2.015
H -1.479 -3.187 0.758
H -3.937 -3.796 0.938
C 3.439 0.007 2.824
H -1.810 3.242 -4.627
H -0.064 0.861 1.334
H -1.345 2.211 0.100
H -1.066 1.824 -5.411
C -2.288 -2.478 0.863
C -1.831 -1.100 0.885
C 5.804 -0.866 2.599
H -2.436 2.826 -2.032
C -0.960 1.807 -3.250
H -4.957 0.374 1.047
C -0.961 1.803 -0.847
H 6.278 -0.039 3.130
C 2.182 0.259 2.294
H 1.647 0.016 -2.038
C -2.772 -0.054 0.975
N -7.150 -2.219 0.953
C 0.215 1.069 -3.221
H 5.058 -0.770 -0.042
H 6.492 -1.234 1.836
C 4.473 -0.456 2.000
H 2.871 -0.214 -0.964
C 1.863 0.002 0.950
H 3.629 0.177 3.880
C -3.625 -2.741 0.928
C 4.231 -0.523 0.636
C -1.641 2.164 -4.544
C -4.582 -1.731 0.953
H -2.622 1.676 -4.578
C -5.998 -2.016 0.956
H 5.644 -1.670 3.318
H 1.409 0.695 2.942
O -0.480 -1.055 0.798
H -2.479 0.975 1.039
C 0.068 0.840 -0.804
H 0.734 0.848 -4.166
*
```


[4]
Computed, not measured: an isolated ion of composition C4H7N2 and charge +1 at a distorted geometry, with the ωB97M-V functional and the def2-TZVPD basis.

For the lowest unoccupied orbital energy, the calculation gives -5.2 eV. For the gap between HOMO and LUMO, the calculation gives 0.3627 hartree. The maximum force is 5.62 eV Å⁻¹. The SMILES is C1NC1=[N+]1CC1.

Structure (ORCA input):
```
! wB97M-V def2-TZVPD RIJCOSX def2/J DEFGRID3
* xyz 1 1
H -2.427 0.017 1.533
H 2.823 0.907 -0.796
H -2.423 -0.998 -0.990
N -0.791 -0.543 0.337
H 2.214 -0.825 -1.326
H -1.547 0.490 -1.349
C -1.847 0.375 0.701
C 0.943 -0.075 0.064
C -1.732 -0.245 -0.628
H 2.275 -0.286 1.775
N 1.998 -0.271 0.724
C 2.273 0.011 -0.683
H -1.759 1.442 0.637
*
```


[5]
Computed, not measured: C6H9N as an isolated structure at a distorted geometry, with the ωB97M-V functional and the def2-TZVPD basis.

For the lowest unoccupied orbital energy, the calculation gives 1.1 eV. For the gap between HOMO and LUMO, the calculation gives 0.3499 hartree. The maximum force is 2.98 eV Å⁻¹.

Structure (ORCA input):
```
! wB97M-V def2-TZVPD RIJCOSX def2/J DEFGRID3
* xyz 0 1
H 1.931 -0.885 -0.050
H -2.187 1.198 -0.309
H -2.146 -1.068 -0.852
C -1.100 1.197 -0.245
H -0.686 2.188 -0.451
C 2.050 0.207 -0.013
H -0.234 0.923 1.944
C -1.058 -1.084 -0.712
H 2.537 0.662 0.861
H -0.635 -1.934 -1.259
C -0.466 -0.945 0.671
N -0.411 0.198 -1.143
H 2.695 0.411 -0.861
H -0.413 -1.703 1.467
C 0.561 0.082 0.005
C -0.438 0.554 0.948
*
```


[6]
Computed, not measured: a 2-piece molecular cluster, C4H9IN5 overall at a distorted geometry, with the ωB97M-V functional and the def2-TZVPD basis.

For the lowest unoccupied orbital energy, the calculation gives -4.2 eV. For the gap between HOMO and LUMO, the calculation gives 0.2846 hartree. The maximum force is 3.53 eV Å⁻¹.

Structure (ORCA input):
```
! wB97M-V def2-TZVPD RIJCOSX def2/J DEFGRID3
* xyz 1 1
H -1.177 -1.454 2.650
H -0.827 0.265 -2.808
I -2.512 -2.124 -0.017
H 0.981 0.408 -2.433
N -0.067 0.489 -2.199
C -0.550 -1.339 -0.183
N 0.232 -1.498 0.911
N 1.941 -1.186 2.144
C 0.875 -1.219 2.914
C -0.316 0.718 -0.951
H 0.390 1.302 0.852
H -1.371 0.862 -0.568
H 0.890 -0.939 3.942
H 1.235 2.185 -0.469
C 0.816 1.247 -0.118
N -0.199 -1.481 2.183
H 0.054 -1.746 -1.100
N 1.539 -1.345 0.905
H 1.538 0.534 -0.023
*
```